Record 1
DFT (ωB97M-V/def2-TZVPD) results for C11H7BrN3O7Pt as an isolated structure.

The geometry in XYZ format:
```
30
Properties=species:S:1:pos:R:3:forces:R:3
Pt -0.231013 -0.323617 0.003952 -2.1 0.5 0.9
O 6.041934 0.600894 -0.037644 -0.1 0.1 0.0
C 4.832629 0.551505 -0.038614 0.2 -0.1 0.0
C 3.936237 0.706191 -1.244111 0.2 0.1 0.0
O 4.263256 1.148456 -2.330775 -0.1 -0.1 0.0
C 2.610338 0.255563 -0.801455 -0.3 -0.5 0.0
C 2.600359 0.117479 0.616622 0.6 0.4 -0.4
O 1.525086 -0.116210 1.280990 -1.0 -0.2 -0.7
C 3.945699 0.294158 1.157212 -0.2 0.0 0.2
O 4.312912 0.254827 2.320692 0.0 -0.1 0.0
O 1.592435 0.032623 -1.514410 0.5 0.4 -0.5
Br 1.722353 -3.211008 0.894161 -0.2 0.0 0.2
C -0.082021 -3.034029 1.416400 0.5 -0.1 -0.5
C -0.574988 -3.782368 2.467704 -0.2 -0.1 0.0
C -1.939337 -3.740171 2.713910 0.2 0.1 -0.1
C -2.751421 -2.970853 1.893136 -0.1 -0.2 0.0
C -2.166167 -2.203653 0.909498 -0.1 0.1 -0.2
N -0.841484 -2.224153 0.679681 0.6 0.8 0.7
C -2.989466 -1.278355 0.017813 -0.2 -0.4 0.1
O -4.178988 -1.517711 -0.105472 0.1 0.2 0.1
O -2.328966 -0.334325 -0.542023 1.3 0.1 -0.1
H 0.098945 -4.378298 3.063568 0.0 0.0 0.0
H -2.357028 -4.319199 3.526816 0.0 0.0 0.0
H -3.825454 -2.934618 2.001417 0.0 0.0 0.0
N 0.455632 2.789469 -0.855221 0.2 0.2 0.2
N -0.529063 1.822766 -0.508645 0.2 -1.4 0.3
H 0.355102 3.023860 -1.832354 0.0 -0.1 -0.1
H 1.358994 2.341438 -0.758025 0.0 -0.1 -0.1
H -1.142539 1.589166 -1.281367 -0.1 0.2 -0.1
H -1.097491 2.183710 0.243702 -0.1 0.1 0.1
```
Forces are in eV/Å.

## Properties
total energy: -3807.6975 a.u.
net charge: -1
E_LUMO: 1.65 eV


Record 2
DFT (ωB97M-V/def2-TZVPD) results for one molecule with the formula C11H7N3.

The geometry in XYZ format:
```
21
Properties=species:S:1:pos:R:3:forces:R:3
C 0.617609 -2.223796 0.124645 2.5 -1.3 0.9
C 3.546945 -0.206559 -0.015955 -0.7 -0.1 -0.5
C -2.705829 0.217817 0.303246 2.0 -0.5 0.3
C -2.867309 -1.073696 -0.078493 0.0 -0.4 -0.7
C -1.391316 0.608915 0.548351 1.7 1.6 -0.4
C -1.844119 -2.006008 -0.285722 -2.3 -0.5 -1.5
C -0.300705 -0.175699 0.301713 -0.6 -2.5 -0.2
C -0.578518 -1.607924 -0.119370 1.0 3.4 0.7
C 1.127050 1.610180 -0.440168 0.9 -0.3 -0.8
C 1.094799 0.426167 0.470262 0.4 -0.6 -0.3
C 2.213754 -0.557302 0.060559 -2.3 0.5 1.1
N 1.759396 -1.764326 -0.020329 -0.1 -1.7 -1.1
N 4.610041 0.176272 -0.139722 2.0 0.6 -0.1
N 1.540405 2.692276 0.059349 -0.8 -1.6 1.2
H -3.495551 0.897971 0.286859 -1.2 0.9 0.3
H -3.820820 -1.329829 -0.416815 -1.5 -0.7 -0.2
H -0.973752 1.620361 0.719291 -1.5 -0.1 0.3
H -2.136221 -2.917422 -0.861439 0.6 0.5 1.1
H 0.868146 1.266940 -1.491524 0.0 1.3 0.8
H 1.285264 0.834226 1.446987 -0.2 0.0 0.7
H 1.450725 3.511444 -0.451732 0.2 1.6 -1.8
```
Forces are in eV/Å.

## Properties
total energy: -587.4443 a.u.
net charge: 0
E_LUMO (spin up / spin down): -0.77 / -1.26 eV


Record 3
DFT (ωB97M-V/def2-TZVPD) results for C11H8BeNO5 as an isolated structure.

The geometry in XYZ format:
```
26
Properties=species:S:1:pos:R:3:forces:R:3
O -1.496819 -2.566460 -1.810869 2.6 2.6 -0.1
C -0.711404 -1.730503 -1.728393 -3.4 -3.2 0.9
Be 0.466818 -0.311178 -1.667803 -0.2 0.3 -0.3
O 2.335558 -1.746290 0.016012 -2.4 1.9 -2.8
C 1.653799 -1.201783 -0.730944 3.2 -2.4 3.3
C 1.371769 1.249394 -1.865885 1.7 4.9 0.6
O 1.837678 2.290667 -2.022764 -1.3 -3.7 0.2
C -0.857422 0.598464 -3.516268 0.7 1.0 -1.3
O -0.737480 1.815137 -3.566854 -0.8 -1.6 0.5
C 0.385263 -0.262596 -3.501739 0.1 -0.8 -0.6
O 0.984481 -0.744083 -4.427462 -0.3 0.4 0.4
H -1.774400 -0.018132 -3.330683 -0.2 0.8 -0.1
N -0.977971 0.739766 -0.124558 0.5 -0.2 -1.8
C -0.514140 0.391683 1.178949 -0.2 -0.2 0.8
C -1.201493 -0.589218 1.917797 0.5 0.4 -0.4
C -0.724488 -0.931151 3.183819 0.0 -0.1 -0.2
C 0.397553 -0.298530 3.721015 0.1 0.1 -0.2
C 1.080862 0.666916 2.970392 -0.2 -0.3 -0.1
C 0.631281 1.010132 1.693559 -0.1 -0.1 -0.2
H -1.931730 0.428223 -0.346522 0.5 0.4 0.4
H -0.841882 1.724999 -0.390382 -0.4 -0.5 0.4
H -2.074675 -1.080392 1.467971 0.3 0.2 0.4
H -1.221480 -1.727696 3.734463 0.1 0.3 0.0
H 0.764671 -0.581796 4.708628 -0.1 0.1 -0.3
H 1.987839 1.124454 3.361088 -0.3 0.0 0.0
H 1.167823 1.749979 1.077438 -0.3 -0.3 0.5
```
Forces are in eV/Å.

## Properties
total energy: -869.3614 a.u.
net charge: +1
E_LUMO: -5.46 eV